1.
This record from the OMol25 dataset describes a cluster of 2 separate species, C4H12O2 in total in a non-equilibrium geometry. The level of theory is the ωB97M-V functional and the def2-TZVPD basis.

The energy above the lowest of the compared OMol25 structures with the same formula, charge and spin comes out at 1.7019 eV. The total energy is -310.010381 hartree. The calculation puts the HOMO-LUMO gap at 0.3978 Ha. The value obtained for the molar mass is 92.1 u. Its SMILES is CCO.CCO.

XYZ file:
```
18
C4H12O2 (the ωB97M-V functional and the def2-TZVPD basis)
C 3.3002 -3.1531 0.3873
C 3.3061 -1.6607 0.6917
O 1.9522 -1.1927 0.4035
H 2.4686 -3.2470 -0.3039
H 4.2484 -3.5017 -0.0015
H 3.1093 -3.8039 1.2222
H 3.9647 -0.9106 0.2844
H 3.4253 -1.3868 1.7879
H 1.4350 -1.4664 1.1669
C -2.8103 3.2343 -0.4063
C -3.2990 1.8289 -0.6429
O -2.8253 1.2345 -1.8445
H -2.5169 3.6560 -1.3751
H -3.4809 3.7069 0.3528
H -1.8686 3.2339 0.1607
H -4.4711 1.8835 -0.5850
H -3.0914 1.2266 0.2387
H -2.8466 0.3185 -1.5368
```

2.
This record from the OMol25 dataset describes a cluster of 3 separate species, C4H12O3 in total in a non-equilibrium geometry. The level of theory is the ωB97M-V functional and the def2-TZVPD basis.

The energy above the lowest of the compared OMol25 structures with the same formula, charge and spin comes out at 1.0145 eV. The total energy is -385.261016 hartree. The calculation puts the HOMO-LUMO gap (spin up / spin down) at 0.1022 / 0.2620 Ha. The value obtained for the molar mass is 108.1 u. As for the spin multiplicity: 2. As for the net charge: -1.

XYZ file:
```
19
C4H12O3 (the ωB97M-V functional and the def2-TZVPD basis)
C 1.7942 -0.5226 1.0088
C 0.3086 -0.3841 1.1966
C -0.0321 -0.1907 2.6666
C -0.3978 -1.6080 0.5604
O 2.3588 -0.6286 -0.1083
H 2.3811 -0.4522 1.9449
H -0.0813 0.4553 0.5810
H -1.1042 -0.3307 2.8806
H 0.1226 0.8639 2.9295
H 0.6156 -0.8040 3.2906
H -0.2145 -1.5596 -0.5249
H -1.4634 -1.6724 0.7764
H 0.0597 -2.5418 0.9009
H -2.0117 2.9270 -0.1081
H -2.0797 3.8081 -1.4484
O -2.4760 3.0995 -0.9371
H -0.2887 -0.2227 -4.4529
H -1.0193 -1.0844 -3.4287
O -0.4163 -0.3337 -3.5053
```

3.
This record from the OMol25 dataset describes a cluster of 2 separate species, C4H12O3 in total in a non-equilibrium geometry. The level of theory is the ωB97M-V functional and the def2-TZVPD basis.

The energy above the lowest of the compared OMol25 structures with the same formula, charge and spin comes out at 1.3565 eV. The total energy is -385.271905 hartree. The calculation puts the HOMO-LUMO gap at 0.3865 Ha. The value obtained for the molar mass is 108.1 u. Its SMILES is OCCCCO.O.

XYZ file:
```
19
C4H12O3 (the ωB97M-V functional and the def2-TZVPD basis)
O -2.0378 -1.4443 1.4618
C -0.8591 -0.8517 0.9283
C -1.3688 -0.0658 -0.2882
C -0.1695 0.7524 -0.7975
C 0.9655 0.0834 -1.5660
O 0.4421 -0.9432 -2.4623
H -1.9439 -2.2477 1.9783
H -0.0762 -1.5658 0.5614
H -0.3718 -0.0636 1.5588
H -1.9010 -0.7260 -0.9538
H -2.1786 0.5996 0.0390
H -0.6633 1.5277 -1.3836
H 0.2047 1.4315 0.0001
H 1.3835 0.8294 -2.2866
H 1.6944 -0.4014 -0.9037
H 0.4901 -1.8059 -2.0668
O 1.8354 1.3380 1.9302
H 2.0943 2.1958 1.6175
H 2.4600 1.3576 2.6330
```

4.
This record from the OMol25 dataset describes a cluster of 2 separate species, C4H12O3 in total in a non-equilibrium geometry. The level of theory is the ωB97M-V functional and the def2-TZVPD basis.

The energy above the lowest of the compared OMol25 structures with the same formula, charge and spin comes out at 1.8356 eV. The total energy is -385.254298 hartree. The calculation puts the HOMO-LUMO gap at 0.3847 Ha. The value obtained for the molar mass is 108.1 u. Its SMILES is OCCCCO.O.

XYZ file:
```
19
C4H12O3 (the ωB97M-V functional and the def2-TZVPD basis)
O -1.9734 -1.4150 -0.0271
C -1.5001 -1.1776 1.3018
C 0.0316 -0.8728 1.6542
C 0.3743 0.5632 1.0275
C 1.5568 0.6803 0.1905
O 1.4282 1.5889 -0.8623
H -1.5018 -0.9077 -0.7190
H -1.7486 -2.0238 1.9667
H -2.1111 -0.2781 1.7769
H 0.5766 -1.6192 1.0359
H 0.3130 -0.8838 2.7393
H -0.3746 0.7789 0.2915
H 0.3505 1.2612 1.8833
H 2.4703 0.8538 0.7618
H 1.6870 -0.2668 -0.3210
H 1.4584 1.2085 -1.7892
O -0.0737 1.0965 -3.8036
H 0.0452 0.2130 -3.4610
H -1.0088 1.2005 -3.6463
```

5.
This record from the OMol25 dataset describes a cluster of 2 separate species, C4H12O3 in total in a non-equilibrium geometry. The level of theory is the ωB97M-V functional and the def2-TZVPD basis.

The energy above the lowest of the compared OMol25 structures with the same formula, charge and spin comes out at 0.9238 eV. The total energy is -385.287804 hartree. The calculation puts the HOMO-LUMO gap at 0.4069 Ha. The value obtained for the molar mass is 108.1 u. Its SMILES is OCCCCO.O.

XYZ file:
```
19
C4H12O3 (the ωB97M-V functional and the def2-TZVPD basis)
O 1.0845 -0.3259 1.5300
C 0.8046 0.6734 0.5177
C -0.5233 0.3179 -0.1367
C -1.2725 1.5158 -0.7521
C -2.5925 1.8193 -0.0588
O -3.4099 0.6797 0.1526
H 1.5944 0.0811 2.2385
H 0.7088 1.6740 0.9459
H 1.6494 0.6280 -0.1487
H -1.1475 -0.1143 0.6541
H -0.3762 -0.4801 -0.8680
H -1.3301 1.4409 -1.8369
H -0.6578 2.4051 -0.5868
H -3.1197 2.5640 -0.6583
H -2.3923 2.2826 0.8884
H -3.8493 0.5061 -0.6895
O 4.6019 -5.1368 -0.5826
H 4.7241 -5.6461 0.2273
H 5.5035 -4.8848 -0.8359
```

6.
This record from the OMol25 dataset describes a cluster of 4 separate species, C4H12O3 in total in a non-equilibrium geometry. The level of theory is the ωB97M-V functional and the def2-TZVPD basis.

The energy above the lowest of the compared OMol25 structures with the same formula, charge and spin comes out at 4.7245 eV. The total energy is -385.148131 hartree. The calculation puts the HOMO-LUMO gap at 0.1582 Ha. The value obtained for the molar mass is 108.1 u.

XYZ file:
```
19
C4H12O3 (the ωB97M-V functional and the def2-TZVPD basis)
C -0.4269 -0.3714 -1.5135
C 0.5361 -2.5055 1.3572
O -1.0023 0.8699 1.6906
C 0.5861 -1.5163 0.4238
C -0.0926 -1.5808 -0.7907
H -1.5115 -0.4457 -1.6212
H -0.1475 0.4650 -0.8646
H 0.0385 -0.2300 -2.4837
H 1.2068 -2.4213 2.1933
H -0.2315 -3.2460 1.1759
H -1.8527 0.7867 2.1257
H 1.2229 -0.6435 0.5361
H -0.5832 -2.5047 -1.1208
H 2.4056 2.1679 -0.5927
H 0.8528 2.3457 -0.1976
O 1.5996 1.6669 -0.4114
H -0.9673 2.7937 -0.9113
H -0.9775 1.6340 1.0074
O -0.6554 2.7352 -0.0025
```